{
  "formula": "C55H75N4O",
  "method": "wB97M-V/def2-TZVPD",
  "charge": 1,
  "homo_energy_ev": -8.316,
  "total_energy_ha": -2434.7171,
  "homo_lumo_gap_ev": 4.063,
  "lumo_ev": -4.25,
  "spin_multiplicity": 1,
  "elements": ["C", "C", "C", "C", "C", "C", "C", "C", "C", "C", "C", "N", "C", "C", "C", "C", "C", "C", "C", "C", "C", "C", "C", "C", "N", "N", "C", "C", "C", "C", "C", "C", "C", "C", "C", "C", "C", "C", "C", "C", "C", "C", "C", "C", "C", "H", "H", "H", "H", "H", "H", "H", "H", "H", "H", "H", "H", "H", "H", "H", "H", "H", "H", "H", "H", "H", "H", "H", "H", "H", "H", "H", "H", "H", "H", "H", "H", "H", "H", "H", "H", "H", "H", "H", "H", "H", "H", "H", "H", "H", "H", "H", "H", "H", "H", "H", "H", "H", "H", "H", "H", "H", "H", "H", "C", "C", "N", "C", "C", "C", "C", "C", "C", "C", "C", "C", "C", "C", "O", "H", "H", "H", "H", "H", "H", "H", "H", "H", "H", "H", "H", "H", "H", "H", "H"],
  "positions_angstrom": [[6.727, -0.364, -0.939], [6.319, -0.328, 0.544], [7.073, -1.418, 1.316], [4.800, -0.370, 0.705], [4.098, -1.564, 0.913], [2.707, -1.605, 0.902], [1.969, -2.942, 0.925], [2.789, -4.069, 1.548], [1.389, -3.313, -0.440], [1.957, -0.385, 0.825], [0.518, -0.362, 1.126], [0.044, -0.685, 2.403], [0.743, -1.396, 3.455], [0.336, -2.699, 3.787], [-0.912, -3.347, 3.164], [-2.112, -3.035, 4.055], [-0.765, -4.837, 2.854], [1.098, -3.404, 4.726], [2.239, -2.833, 5.281], [2.589, -1.515, 4.991], [1.813, -0.761, 4.110], [2.015, 0.742, 3.939], [3.435, 1.192, 4.271], [0.972, 1.540, 4.726], [-1.301, -0.562, 2.473], [-1.673, -0.084, 1.268], [-3.073, 0.043, 0.924], [-3.661, -0.971, 0.148], [-2.976, -2.332, -0.074], [-2.776, -2.664, -1.547], [-3.755, -3.426, 0.656], [-4.946, -0.773, -0.363], [-5.651, 0.380, -0.034], [-5.094, 1.322, 0.830], [-3.807, 1.161, 1.342], [-3.276, 2.145, 2.396], [-1.927, 2.779, 2.087], [-3.236, 1.477, 3.772], [-0.592, -0.004, 0.360], [-0.847, 0.369, -0.955], [2.670, 0.825, 0.552], [1.966, 2.162, 0.305], [2.111, 2.602, -1.154], [2.444, 3.260, 1.256], [4.065, 0.803, 0.533], [6.242, 0.440, -1.504], [7.813, -0.249, -1.048], [6.441, -1.322, -1.394], [6.644, 0.646, 0.940], [6.773, -1.437, 2.369], [6.896, -2.409, 0.882], [8.152, -1.224, 1.271], [4.655, -2.492, 1.046], [1.106, -2.780, 1.583], [3.217, -3.744, 2.505], [2.151, -4.938, 1.745], [3.602, -4.376, 0.876], [0.727, -2.516, -0.806], [2.192, -3.449, -1.180], [0.807, -4.243, -0.364], [-1.084, -2.840, 2.205], [-2.259, -1.946, 4.035], [-3.026, -3.530, 3.700], [-1.901, -3.354, 5.087], [0.086, -5.012, 2.181], [-0.619, -5.423, 3.773], [-1.671, -5.204, 2.346], [0.795, -4.415, 5.007], [2.857, -3.413, 5.968], [3.452, -1.062, 5.477], [1.845, 0.938, 2.875], [4.161, 0.646, 3.657], [3.569, 2.265, 4.085], [3.644, 0.997, 5.330], [-0.045, 1.223, 4.459], [1.103, 1.348, 5.801], [1.058, 2.621, 4.537], [-1.985, -2.252, 0.390], [-2.152, -1.904, -2.031], [-2.277, -3.637, -1.650], [-3.739, -2.705, -2.073], [-3.901, -3.142, 1.707], [-4.741, -3.557, 0.191], [-3.218, -4.382, 0.624], [-5.391, -1.531, -1.018], [-6.656, 0.535, -0.425], [-5.659, 2.217, 1.108], [-4.016, 2.958, 2.423], [-1.856, 3.116, 1.051], [-1.757, 3.644, 2.741], [-1.117, 2.070, 2.275], [-4.217, 1.056, 4.019], [-2.510, 0.654, 3.752], [-2.949, 2.195, 4.550], [-1.905, 0.359, -1.218], [-0.031, 0.369, -1.665], [0.893, 2.010, 0.481], [1.634, 1.871, -1.815], [1.621, 3.571, -1.310], [3.170, 2.685, -1.433], [2.417, 2.930, 2.303], [3.476, 3.551, 1.019], [1.798, 4.144, 1.161], [4.596, 1.745, 0.367], [-3.655, 0.428, -8.765], [-3.205, -0.143, -7.439], [-2.215, 0.785, -6.855], [-2.009, 0.735, -5.532], [-1.166, 1.570, -4.786], [-1.409, 1.809, -3.418], [-1.227, 3.114, -2.854], [-1.473, 3.368, -1.479], [-1.171, 4.604, -0.911], [-0.715, 5.655, -1.720], [-0.592, 5.470, -3.104], [-0.850, 4.226, -3.669], [-1.651, 1.852, -7.676], [-1.543, 1.467, -9.155], [-2.509, 0.531, -9.622], [-4.326, -0.270, -9.294], [-4.139, 1.414, -8.596], [-4.056, -0.267, -6.754], [-2.726, -1.123, -7.611], [-2.642, 0.022, -4.995], [-0.307, 2.061, -5.271], [-1.984, 1.059, -2.875], [-1.900, 2.553, -0.894], [-1.281, 4.759, 0.163], [-0.465, 6.614, -1.264], [-0.275, 6.296, -3.742], [-0.788, 4.086, -4.751], [-2.277, 2.765, -7.622], [-0.651, 2.093, -7.302], [-1.663, 2.367, -9.784], [-0.548, 1.033, -9.352]],
  "forces_ev_per_a": [[-0.177, -0.012, -0.092], [0.076, 0.119, 0.207], [-0.103, 0.126, 0.017], [-0.014, -0.067, -0.112], [0.145, 0.138, -0.361], [-0.543, 0.505, -0.008], [-0.388, 0.363, 0.737], [0.078, 0.006, -0.057], [0.178, 0.095, -0.270], [1.490, -0.003, -0.501], [0.334, -0.423, 1.329], [-2.455, 0.345, -1.468], [0.131, 0.088, 0.657], [-0.239, -0.307, -0.253], [0.332, 0.266, -0.290], [-0.043, 0.160, 0.277], [0.105, -0.067, 0.068], [0.047, 0.203, -0.077], [-0.021, -0.010, 0.038], [-0.261, -0.101, -0.046], [-0.252, 0.263, 0.054], [0.181, -0.038, -0.651], [0.025, -0.128, 0.056], [-0.176, -0.221, 0.286], [2.003, 0.040, -0.197], [0.994, -0.781, 0.614], [-0.110, -0.324, 0.057], [0.196, -0.496, -0.165], [0.314, 0.702, 0.188], [-0.016, 0.001, -0.232], [-0.156, 0.097, 0.105], [0.047, 0.184, 0.139], [0.008, 0.039, -0.018], [-0.079, 0.050, -0.014], [0.548, 0.231, 0.180], [-0.442, 0.119, -0.311], [0.325, 0.040, -0.045], [-0.157, -0.227, 0.052], [-1.863, 0.498, -0.812], [0.462, -0.635, 0.976], [-0.386, -0.413, 0.291], [-0.321, -0.346, 0.293], [0.106, -0.145, -0.089], [0.076, 0.046, 0.113], [-0.015, -0.136, -0.259], [0.067, -0.147, 0.084], [-0.201, -0.029, 0.075], [0.032, 0.175, 0.087], [-0.057, -0.142, -0.018], [0.047, -0.050, -0.120], [0.031, 0.115, 0.079], [-0.216, -0.068, -0.001], [-0.167, 0.285, -0.128], [0.254, -0.245, -0.294], [-0.047, -0.124, -0.198], [0.206, 0.119, -0.120], [-0.148, -0.054, 0.196], [0.088, -0.146, 0.044], [-0.227, -0.050, 0.149], [0.174, 0.203, -0.055], [0.023, -0.183, 0.138], [-0.169, -0.446, 0.265], [0.250, 0.061, 0.117], [-0.202, 0.058, -0.261], [-0.210, -0.015, 0.239], [-0.088, 0.037, -0.321], [0.256, 0.118, 0.261], [0.170, 0.346, -0.113], [-0.194, 0.146, -0.143], [-0.268, -0.172, -0.137], [0.074, 0.117, 0.244], [-0.061, 0.095, 0.139], [-0.087, -0.241, 0.084], [0.109, 0.188, -0.172], [0.151, 0.098, 0.056], [-0.069, 0.182, -0.190], [0.066, -0.336, 0.051], [-0.117, -0.136, -0.164], [-0.050, -0.151, 0.090], [-0.152, 0.205, -0.027], [0.160, -0.110, 0.070], [-0.038, -0.141, -0.239], [0.184, -0.071, 0.166], [-0.115, 0.191, -0.054], [0.115, 0.277, 0.358], [0.210, -0.008, 0.055], [0.131, -0.381, -0.044], [0.076, -0.148, 0.038], [-0.042, -0.145, 0.259], [-0.081, -0.152, -0.086], [0.036, 0.155, -0.064], [0.134, 0.089, 0.076], [-0.269, 0.332, 0.218], [-0.066, -0.097, -0.142], [0.556, -0.002, -0.115], [-0.234, -0.038, -0.107], [0.136, 0.031, 0.024], [0.131, 0.118, 0.033], [0.108, -0.095, 0.005], [-0.231, 0.051, 0.027], [-0.011, 0.118, -0.296], [-0.214, 0.057, 0.103], [0.199, -0.117, -0.013], [-0.079, -0.296, -0.017], [0.318, -0.043, -0.614], [0.018, -0.308, -0.248], [0.048, -0.282, 1.976], [-0.123, -0.126, -0.673], [1.054, 0.097, 0.693], [-1.219, 0.058, -2.069], [0.531, 1.219, 0.499], [-0.008, -0.111, -0.267], [-0.058, 0.111, -0.416], [0.017, -0.476, -0.024], [0.022, -0.117, 0.000], [0.109, -0.459, 0.327], [-0.037, 0.474, -0.419], [0.368, -0.105, -0.785], [-0.422, 0.030, 0.796], [0.088, 0.464, 0.433], [0.068, -0.472, -0.329], [0.274, 0.081, -0.090], [-0.190, 0.389, 0.096], [0.111, 0.137, -0.138], [-0.952, 0.216, 0.154], [0.004, 0.394, -0.165], [0.436, 0.297, -0.048], [-0.063, -0.004, -0.375], [-0.101, -0.239, -0.191], [-0.155, -0.227, 0.200], [0.068, 0.192, 0.421], [0.172, -0.485, 0.422], [-0.300, 0.033, -0.183], [0.312, -0.114, 0.438], [-0.437, 0.098, -0.020]]
}